Version a
{
  "formula": "CH3O3S",
  "method": "ωB97M-V/def2-TZVPD",
  "total_charge": -1,
  "orbital_gap_ev": 8.031,
  "e_lumo_ha": 0.1413,
  "homo_energy_ha": -0.15383,
  "elements": ["C", "O", "O", "O", "S", "H", "H", "H"],
  "xyz": [[1.0517, 0.1696, -0.1206], [-2.0071, -0.9706, 0.2613], [0.4186, 1.1344, 0.2706], [0.6576, -0.9552, -0.4228], [-2.3244, 0.6283, -0.2769], [2.1297, 0.2201, -0.1681], [-1.0643, -1.1272, 0.0233], [-1.3692, 1.1455, 0.4510]],
  "mulliken_charge": [0.02, -0.53, -0.67, -0.75, -0.15, 0.42, 0.45, 0.20]
}



Version b
{
  "formula": "CH3O3S",
  "method": "ωB97M-V/def2-TZVPD",
  "total_charge": -1,
  "orbital_gap_ev": 6.940,
  "e_lumo_ha": 0.1459,
  "homo_energy_ha": -0.10912,
  "elements": ["O", "S", "O", "C", "O", "H", "H", "H"],
  "xyz": [[0.8597, -1.2914, -1.4729], [-0.0801, -0.5238, -0.6329], [-1.0559, -1.3362, 0.0569], [0.7787, 0.2436, 0.6096], [-0.1271, 1.1153, 1.3557], [-1.1386, 0.3624, -1.5462], [1.5561, 0.9131, 0.1552], [-0.7927, 0.5170, 1.4746]],
  "mulliken_charge": [-0.60, 0.72, -0.65, -0.45, -0.41, -0.03, 0.13, 0.29]
}



Least stable: version b